(1)
This record from the OMol25 dataset describes C31H79N4NbO9P as an isolated structure. The level of theory is ωB97M-V/def2-TZVPD.

Properties
Relative energy (zero: lowest compared OMol25 entry of this formula, charge and spin) in eV: 0.000
Kohn-Sham gap in eV: 6.22
Total charge: -1
LUMO energy in eV: 2.10
HOMO energy in eV: -4.12

Last column: Mulliken charge in e.
Atoms and positions in Å:
C1 6.806 0.028 3.789  -1.238
C2 5.267 -0.010 3.868  -0.719
C3 4.603 0.003 2.490  0.808
C4 4.917 1.322 1.739  -0.233
Nb1 3.154 1.949 0.379  -0.971
N1 3.836 3.846 -0.167  -0.665
C5 2.256 2.608 2.364  -0.638
C6 2.687 4.011 2.792  0.066
C7 2.237 4.364 4.207  -1.478
C8 4.166 0.698 -1.240  -0.608
P1 5.828 1.001 -1.715  0.781
O1 6.068 1.014 -3.159  -0.763
O2 6.358 2.360 -1.038  -0.546
O3 6.704 -0.157 -0.961  -0.597
C9 1.264 2.382 -0.880  0.300
C10 1.610 2.747 -2.335  -1.371
C11 0.354 3.439 -0.231  -0.282
C12 -0.806 2.852 0.600  -0.678
C13 -2.186 3.148 0.011  -1.184
H1 7.121 -0.179 2.768  0.180
H2 7.202 0.999 4.068  0.358
H3 7.251 -0.724 4.437  0.374
H4 4.895 0.844 4.433  0.407
H5 4.981 -0.897 4.438  0.464
H6 3.538 -0.151 2.649  0.223
H7 4.981 -0.852 1.937  -0.452
H8 5.826 1.142 1.169  -0.418
H9 5.085 2.101 2.484  0.513
H10 2.216 0.409 0.742  0.031
H11 4.290 3.945 -1.068  0.186
H12 3.117 4.562 -0.098  0.209
H13 2.628 1.919 3.128  0.428
H14 1.171 2.507 2.375  0.380
H15 2.264 4.763 2.123  0.194
H16 3.771 4.089 2.729  0.171
H17 1.152 4.465 4.245  0.302
H18 2.661 5.314 4.537  0.414
H19 2.522 3.587 4.912  0.319
H20 3.618 0.682 -2.180  0.360
H21 4.157 -0.325 -0.860  0.387
H22 6.961 2.261 -0.307  0.351
H23 7.276 0.200 -0.284  0.335
H24 0.701 1.450 -0.935  0.424
H25 1.739 1.840 -2.925  0.364
H26 2.544 3.298 -2.442  0.173
H27 0.807 3.318 -2.809  0.315
H28 -0.093 4.037 -1.032  0.596
H29 0.903 4.157 0.382  -0.092
H30 -0.763 3.288 1.599  0.226
H31 -0.652 1.784 0.730  0.434
H32 -2.926 3.118 0.811  0.257
H33 -2.466 2.397 -0.719  0.206
H34 -2.208 4.135 -0.439  0.417
C14 -3.256 -0.465 -6.521  -0.724
O4 -4.197 0.570 -6.721  -0.349
C15 -5.532 0.233 -6.374  -0.795
C16 -6.000 1.029 -5.176  -0.224
N2 -5.301 0.616 -3.970  -0.201
C17 -5.548 1.452 -2.800  -0.570
C18 -5.076 2.900 -2.851  -0.726
O5 -3.676 3.043 -2.897  -0.306
C19 -3.080 2.999 -4.179  -0.623
H35 -2.306 -0.119 -6.923  0.248
H36 -3.121 -0.705 -5.461  0.302
H37 -3.551 -1.376 -7.051  0.346
H38 -5.620 -0.840 -6.177  0.407
H39 -6.169 0.475 -7.231  0.393
H40 -7.072 0.858 -5.037  0.357
H41 -5.859 2.093 -5.412  0.199
H42 -4.306 0.605 -4.155  0.063
H43 -5.055 0.968 -1.952  0.288
H44 -6.623 1.440 -2.588  0.357
H45 -5.395 3.380 -1.921  0.391
H46 -5.545 3.459 -3.672  0.382
H47 -3.748 3.398 -4.949  0.308
H48 -2.776 1.986 -4.459  0.203
H49 -2.181 3.613 -4.140  0.268
C20 -8.016 -3.514 2.064  -0.739
O6 -8.121 -2.572 1.019  -0.351
C21 -9.147 -1.605 1.194  -0.819
C22 -8.565 -0.225 1.395  0.014
N3 -7.882 -0.123 2.676  -0.324
C23 -7.138 1.117 2.872  -1.023
C24 -5.953 1.398 1.957  0.038
O7 -4.866 0.517 2.140  -0.427
C25 -4.927 -0.691 1.405  -0.495
H50 -7.278 -4.253 1.758  0.245
H51 -7.686 -3.057 3.003  0.307
H52 -8.970 -4.023 2.239  0.345
H53 -9.789 -1.876 2.038  0.416
H54 -9.759 -1.603 0.287  0.389
H55 -9.380 0.506 1.373  0.376
H56 -7.906 -0.015 0.541  -0.022
H57 -7.245 -0.904 2.768  0.121
H58 -6.765 1.115 3.899  0.404
H59 -7.842 1.953 2.792  0.422
H60 -5.576 2.392 2.213  0.369
H61 -6.241 1.442 0.899  0.065
H62 -5.451 -0.566 0.453  0.168
H63 -5.414 -1.484 1.982  0.220
H64 -3.905 -1.007 1.200  0.308
C26 5.496 -3.490 2.998  -0.772
O8 5.067 -3.274 1.670  -0.326
C27 6.115 -3.275 0.707  -0.465
C28 5.991 -4.462 -0.217  -0.328
N4 6.251 -5.713 0.488  -0.326
C29 5.943 -6.914 -0.276  -0.703
C30 4.492 -7.154 -0.673  -0.470
O9 3.628 -7.403 0.419  -0.443
C31 3.066 -6.252 1.027  -0.504
H65 4.639 -3.319 3.649  0.239
H66 5.856 -4.514 3.159  0.364
H67 6.286 -2.785 3.274  0.284
H68 7.091 -3.265 1.203  0.378
H69 6.026 -2.360 0.115  0.147
H70 6.712 -4.357 -1.032  0.406
H71 4.984 -4.426 -0.655  0.178
H72 5.709 -5.720 1.342  0.102
H73 6.270 -7.774 0.314  0.371
H74 6.549 -6.906 -1.188  0.400
H75 4.465 -8.058 -1.288  0.351
H76 4.094 -6.339 -1.288  0.346
H77 2.917 -5.447 0.305  0.286
H78 3.680 -5.877 1.850  0.137
H79 2.097 -6.540 1.436  0.326

(2)
This record from the OMol25 dataset describes a 6-piece molecular cluster, C31H79N7O11 overall. The level of theory is ωB97M-V/def2-TZVPD.

Properties
Relative energy (zero: lowest compared OMol25 entry of this formula, charge and spin) in eV: 1.188
Kohn-Sham gap in eV: 8.71
SMILES: COCCNCCOC.COCCNCCOC.COCCNCCOC.COCCNCCOC.COCCNCCOC.NC(N)=O
Total charge: 0
LUMO energy in eV: 0.41
HOMO energy in eV: -8.31

Last column: Mulliken charge in e.
Atoms and positions in Å:
C1 0.418 2.942 6.733  -0.785
O1 1.057 1.819 6.032  -0.245
C2 0.173 0.983 5.305  -1.215
C3 0.976 -0.045 4.543  0.787
N1 1.577 0.565 3.371  0.229
C4 3.011 0.229 3.184  -0.728
C5 3.927 0.820 4.237  -0.759
O2 4.318 2.114 3.803  -0.276
C6 5.063 2.820 4.804  -0.784
H1 -0.581 2.679 7.054  0.332
H2 0.394 3.753 6.008  0.280
H3 1.007 3.198 7.624  0.227
H4 -0.475 1.526 4.550  0.318
H5 -0.542 0.497 5.862  0.702
H6 0.349 -0.904 4.162  -1.058
H7 1.665 -0.433 5.317  0.415
H8 1.412 1.564 3.387  0.330
H9 3.273 0.761 2.288  0.322
H10 3.089 -0.867 3.065  0.267
H11 4.825 0.190 4.366  0.455
H12 3.321 0.866 5.136  0.265
H13 4.501 2.861 5.738  0.308
H14 5.251 3.826 4.396  0.233
H15 6.076 2.367 4.924  0.293
C7 2.352 3.642 -4.815  -0.703
O3 1.425 2.558 -4.695  -0.439
C8 1.184 2.288 -3.298  -0.334
C9 0.571 0.908 -3.119  -0.302
N2 1.388 -0.088 -3.751  -0.074
C10 0.797 -1.379 -3.882  -0.019
C11 1.754 -2.350 -4.514  -0.786
O4 1.999 -1.962 -5.893  -0.311
C12 2.962 -2.617 -6.584  -0.773
H16 2.037 4.560 -4.210  0.198
H17 2.443 4.018 -5.855  0.305
H18 3.422 3.443 -4.600  0.303
H19 0.556 3.153 -2.973  0.236
H20 2.147 2.218 -2.725  0.207
H21 -0.411 0.902 -3.593  0.491
H22 0.376 0.732 -2.079  -0.293
H23 1.719 0.280 -4.620  0.344
H24 -0.125 -1.414 -4.401  0.598
H25 0.661 -1.787 -2.868  -0.382
H26 1.174 -3.358 -4.555  0.370
H27 2.687 -2.367 -3.953  0.353
H28 3.976 -2.301 -6.262  0.274
H29 2.782 -2.447 -7.633  0.248
H30 2.871 -3.711 -6.459  0.306
C13 -4.034 6.344 -2.723  -0.622
O5 -4.589 5.025 -2.974  -0.440
C14 -3.661 4.034 -2.611  -0.571
C15 -3.307 3.983 -1.126  -0.663
N3 -2.200 4.779 -0.657  -0.069
C16 -1.735 4.584 0.683  -0.142
C17 -0.407 5.265 0.805  -0.809
O6 0.482 4.585 -0.109  -0.159
C18 1.511 5.392 -0.640  -0.751
H31 -3.029 6.395 -3.187  0.278
H32 -4.025 6.586 -1.655  0.220
H33 -4.741 6.981 -3.245  0.252
H34 -2.685 4.131 -3.151  0.315
H35 -4.081 3.103 -2.851  0.401
H36 -3.085 2.976 -0.857  0.412
H37 -4.197 4.251 -0.569  0.413
H38 -1.457 4.630 -1.329  0.038
H39 -1.678 3.473 0.984  -0.103
H40 -2.387 5.000 1.447  0.397
H41 -0.138 5.265 1.849  0.401
H42 -0.450 6.357 0.518  0.434
H43 2.399 5.409 0.030  0.306
H44 1.277 6.475 -0.750  0.328
H45 1.903 4.977 -1.580  0.084
C19 4.561 -0.639 -1.340  -0.447
O7 4.217 -1.885 -0.839  -0.511
C20 3.208 -1.744 0.155  1.150
C21 2.839 -3.080 0.616  -0.966
N4 1.909 -2.994 1.679  0.487
C22 1.336 -4.165 2.276  -0.853
C23 0.522 -3.903 3.586  -0.639
O8 -0.568 -3.093 3.269  0.097
C24 -1.619 -3.263 4.252  -0.961
H46 5.444 -0.749 -1.989  0.287
H47 4.890 0.014 -0.531  0.308
H48 3.737 -0.159 -1.905  0.018
H49 2.389 -1.225 -0.394  -0.069
H50 3.458 -1.035 1.001  -0.232
H51 3.695 -3.617 1.105  0.332
H52 2.495 -3.806 -0.161  0.185
H53 1.124 -2.385 1.355  -0.401
H54 2.195 -4.849 2.589  0.374
H55 0.789 -4.676 1.518  0.372
H56 1.126 -3.573 4.444  0.315
H57 0.098 -4.887 3.933  0.496
H58 -1.158 -3.258 5.262  0.350
H59 -2.083 -4.262 4.103  0.304
H60 -2.475 -2.584 4.104  0.244
C25 -4.488 -6.636 -1.816  -0.593
O9 -5.106 -5.700 -2.645  -0.395
C26 -6.137 -4.953 -1.975  -0.586
C27 -5.526 -3.917 -1.040  -0.278
N5 -4.576 -3.131 -1.833  -0.257
C28 -3.791 -2.132 -1.143  -1.149
C29 -2.875 -2.742 -0.061  1.260
O10 -2.029 -3.850 -0.550  -0.461
C30 -0.814 -3.390 -1.159  -0.510
H61 -4.912 -7.659 -1.881  0.267
H62 -4.421 -6.216 -0.822  0.285
H63 -3.461 -6.877 -2.173  0.199
H64 -6.947 -5.643 -1.602  0.333
H65 -6.697 -4.490 -2.839  0.256
H66 -5.004 -4.500 -0.245  0.088
H67 -6.266 -3.298 -0.531  0.397
H68 -3.930 -3.828 -2.194  0.362
H69 -4.474 -1.416 -0.712  0.499
H70 -3.272 -1.519 -1.917  0.257
H71 -3.366 -3.218 0.797  0.465
H72 -2.268 -1.942 0.423  -1.238
H73 -1.064 -2.828 -2.075  0.366
H74 -0.126 -4.154 -1.479  0.534
H75 -0.283 -2.743 -0.448  -0.055
N6 -0.399 -0.303 1.355  0.496
C31 -0.477 0.675 0.428  0.545
N7 0.547 1.568 0.645  0.315
O11 -1.289 0.801 -0.435  -0.557
H76 0.267 -0.310 2.139  -0.672
H77 -1.230 -0.899 1.366  -0.012
H78 1.293 1.554 1.332  0.070
H79 0.474 2.463 0.150  -0.143

(3)
This record from the OMol25 dataset describes C31H81F3N3O21PbS as an isolated structure. The level of theory is ωB97M-V/def2-TZVPD.

Properties
Kohn-Sham gap in eV: 8.49
Total charge: +1
LUMO energy in eV: -1.60
HOMO energy in eV: -10.08

Last column: Mulliken charge in e.
Atoms and positions in Å:
Pb1 19.067 16.883 11.397  1.482
C1 17.202 13.205 11.832  0.276
F1 16.579 14.325 11.380  -0.086
F2 16.421 12.632 12.711  -0.185
F3 17.431 12.401 10.794  -0.207
S1 18.835 13.632 12.605  0.447
O1 19.534 14.401 11.558  -0.645
O2 18.473 14.348 13.778  -0.852
O3 19.389 12.278 12.768  0.021
C2 10.324 21.491 12.676  -0.731
O4 10.929 20.443 11.935  -0.342
C3 11.234 19.343 12.721  -0.454
C4 11.767 18.192 11.933  -0.714
N1 12.283 17.172 12.830  -0.238
C5 12.682 15.928 12.322  -0.390
C6 13.259 15.084 13.421  -1.020
O5 14.573 15.576 13.625  -0.271
C7 15.019 15.173 14.923  -0.840
H1 9.253 21.371 12.965  0.269
H2 10.392 22.275 11.965  0.257
H3 10.942 21.707 13.559  0.327
H4 10.395 19.011 13.378  0.386
H5 11.926 19.619 13.525  0.272
H6 12.453 18.475 11.161  0.275
H7 10.940 17.732 11.373  0.478
H8 12.976 17.505 13.453  0.246
H9 13.544 15.925 11.562  -0.161
H10 11.795 15.452 11.963  0.714
H11 13.115 14.004 13.209  0.406
H12 12.613 15.245 14.276  0.476
H13 15.823 15.793 15.261  0.097
H14 15.457 14.217 14.763  0.325
H15 14.247 15.065 15.627  0.419
C8 18.762 19.860 9.941  -0.769
O6 19.864 19.014 10.356  0.015
C9 20.992 19.734 10.807  -0.967
C10 22.025 18.878 11.488  -1.136
N2 21.311 17.884 12.391  1.059
C11 22.178 16.874 12.968  0.384
C12 23.230 17.409 13.948  -1.303
O7 22.591 18.370 14.795  -0.217
C13 23.558 19.148 15.549  -0.904
H16 18.546 20.673 10.661  0.338
H17 17.859 19.203 9.712  0.107
H18 19.046 20.356 9.000  0.358
H19 20.597 20.509 11.565  0.484
H20 21.428 20.391 10.016  0.269
H21 22.676 19.645 11.960  0.205
H22 22.667 18.299 10.912  0.648
H23 21.066 18.443 13.256  0.269
H24 22.636 16.143 12.233  -0.318
H25 21.526 16.297 13.614  -0.597
H26 24.085 17.967 13.526  0.492
H27 23.508 16.552 14.533  0.669
H28 22.939 19.601 16.295  0.226
H29 24.155 19.852 14.914  0.295
H30 24.302 18.524 16.025  0.375
C14 22.845 8.324 16.929  -0.588
O8 23.766 8.541 15.836  -0.439
C15 23.086 8.802 14.563  -0.621
C16 22.775 10.290 14.392  -0.205
N3 23.935 11.108 14.501  -0.085
C17 23.644 12.576 14.454  0.229
C18 24.824 13.470 14.198  -0.750
O9 25.293 13.492 12.905  -0.244
C19 26.057 12.410 12.459  -0.855
H31 22.233 9.228 17.198  0.229
H32 23.366 7.975 17.838  0.291
H33 22.070 7.520 16.596  0.228
H34 22.170 8.215 14.592  0.336
H35 23.793 8.379 13.777  0.245
H36 21.963 10.640 14.994  0.287
H37 22.461 10.290 13.290  -0.103
H38 24.507 10.800 15.271  0.339
H39 23.152 12.760 15.444  0.476
H40 22.862 12.735 13.695  -0.104
H41 25.586 13.090 14.887  0.417
H42 24.488 14.449 14.372  0.011
H43 25.518 11.494 12.246  0.269
H44 26.750 12.120 13.246  0.385
H45 26.604 12.759 11.604  0.309
C20 14.287 15.521 6.428  -0.590
C21 15.737 15.923 6.441  -0.368
O10 16.063 16.570 7.686  -0.449
O11 13.959 14.812 7.648  -0.499
H46 14.096 14.916 5.562  0.365
H47 13.621 16.447 6.298  0.315
H48 15.918 16.573 5.543  0.321
H49 16.421 15.066 6.363  0.271
H50 15.385 16.273 8.272  0.212
H51 12.976 14.974 7.708  0.320
C22 20.050 8.280 12.675  0.013
C23 19.199 8.745 13.835  -0.573
O12 19.648 9.850 14.569  -0.460
O13 20.020 9.212 11.590  -0.612
H52 19.730 7.252 12.320  0.335
H53 21.134 8.202 12.918  0.023
H54 19.004 7.972 14.622  0.340
H55 18.191 8.877 13.538  0.391
H56 19.254 10.647 14.273  0.247
H57 20.081 10.131 11.847  0.256
C24 19.508 16.773 7.869  -0.744
C25 20.860 16.657 8.576  -0.366
O14 20.638 15.928 9.807  0.672
O15 18.509 17.108 8.766  -0.192
H58 19.309 15.819 7.412  0.456
H59 19.721 17.537 7.084  0.316
H60 21.369 17.609 8.798  0.106
H61 21.442 16.024 7.922  0.444
H62 21.273 15.170 9.851  -0.254
H63 17.633 16.780 8.467  0.273
C26 20.162 15.540 16.231  -0.768
C27 19.587 16.884 15.833  -0.725
O16 19.054 16.966 14.501  0.654
O17 21.148 15.115 15.299  -0.257
H64 19.344 14.787 16.344  0.215
H65 20.576 15.652 17.184  0.608
H66 20.298 17.660 15.940  0.438
H67 18.847 17.082 16.636  0.322
H68 18.912 16.032 14.305  -0.261
H69 21.239 14.160 15.248  0.034
C28 16.530 19.370 13.545  -0.815
C29 15.671 18.860 12.419  0.422
O18 15.958 17.536 12.035  0.704
O19 17.890 19.019 13.345  -0.343
H70 16.234 18.904 14.468  0.357
H71 16.543 20.497 13.587  0.274
H72 15.848 19.484 11.530  0.298
H73 14.578 18.950 12.676  -0.381
H74 15.408 16.870 12.575  -0.224
H75 18.155 18.413 14.041  0.068
C30 24.022 13.690 10.007  -0.324
C31 22.885 12.683 10.181  0.288
O20 21.610 13.373 9.829  -0.493
O21 23.865 14.429 8.799  -0.526
H76 24.970 13.106 10.052  0.263
H77 24.021 14.448 10.858  0.012
H78 23.000 12.243 11.194  -0.268
H79 23.076 11.868 9.452  0.349
H80 20.877 12.992 10.292  0.075
H81 23.697 13.866 8.046  0.359